Entry 1:
A molecular structure, C5H7N3O4 in a non-equilibrium geometry, computed with ωB97M-V/def2-TZVPD.

Values from the calculation:
* total charge: 0
* calculated total energy: -659.7245 hartree
* LUMO energy: -0.0319 Eh

Last column: natural (NBO) charge in e.
Positions of all 19 atoms, in Å:
O1 4.16 -0.68 -0.46  -0.544
O2 -1.68 1.96 -0.17  -0.588
O3 -4.29 0.76 0.19  -0.577
O4 -4.57 -1.49 0.22  -0.451
N1 -3.76 -0.55 0.16  0.333
N2 3.16 1.11 0.57  -0.853
N3 -0.11 0.24 -0.16  -0.449
C1 -1.23 0.83 -0.26  0.724
C2 1.88 -0.91 0.28  -0.553
C3 3.19 -0.14 0.03  0.688
C4 -2.51 -0.68 -0.08  -0.161
C5 0.85 -0.45 -0.64  0.229
H1 -3.84 1.51 -0.17  0.508
H2 1.99 -1.90 0.18  0.249
H3 2.39 1.69 0.23  0.392
H4 3.93 1.72 0.78  0.412
H5 0.81 -0.58 -1.64  0.194
H6 -2.06 -1.67 -0.31  0.201
H7 1.69 -0.79 1.25  0.248

***

Entry 2:
13 unconnected molecules or ions with the total composition C6H40N2O12 in a non-equilibrium geometry, computed with ωB97M-V/def2-TZVPD.

Values from the calculation:
* total charge: 0
* calculated total energy: -1264.9085 hartree
* LUMO energy: -0.0018 Eh

Last column: natural (NBO) charge in e.
Positions of all 60 atoms, in Å:
O1 -3.15 -1.87 2.21  -0.985
O2 0.28 -1.78 -0.85  -1.039
O3 -3.77 2.60 1.81  -0.941
O4 2.03 2.77 -3.43  -1.016
O5 4.21 -0.35 0.04  -0.961
O6 -1.64 0.88 -4.73  -0.936
O7 -2.39 0.66 2.95  -1.011
O8 -1.10 -3.48 1.00  -0.960
O9 -3.93 -1.75 -0.94  -0.955
O10 3.01 -3.09 -0.50  -0.957
O11 4.86 -0.05 2.63  -0.945
O12 -1.59 -1.80 -3.06  -0.961
N1 2.01 -0.60 2.71  -0.851
N2 0.42 0.54 1.20  -0.715
C1 0.39 1.90 0.50  -0.015
C2 0.50 1.74 -1.05  -0.239
C3 1.71 0.90 -1.52  -0.601
C4 -0.97 2.49 0.98  -0.646
C5 -0.78 1.35 -1.78  -0.635
C6 1.21 0.59 2.45  -0.066
H1 1.90 1.44 2.42  0.168
H2 -1.19 0.04 -4.57  0.477
H3 4.56 -0.92 2.34  0.466
H4 -4.74 -1.43 -1.35  0.473
H5 -1.27 2.07 1.94  0.246
H6 -0.93 3.58 1.09  0.200
H7 -0.83 0.49 -2.44  0.219
H8 4.42 0.25 0.77  0.496
H9 -1.69 2.34 0.19  0.205
H10 1.97 0.34 -0.64  0.226
H11 2.15 -3.40 -0.24  0.476
H12 3.94 -1.17 0.44  0.458
H13 2.61 1.48 -1.71  0.184
H14 -0.83 -3.58 0.09  0.490
H15 2.83 -2.24 -0.94  0.487
H16 -2.80 -0.21 2.98  0.498
H17 -0.50 0.29 1.57  0.384
H18 -1.02 2.19 -2.45  0.227
H19 -1.11 -2.64 -3.14  0.476
H20 1.28 2.39 0.91  0.189
H21 -0.56 -2.75 1.32  0.472
H22 1.66 3.38 -4.06  0.511
H23 4.33 0.09 3.42  0.488
H24 -4.04 -1.38 -0.06  0.484
H25 -4.11 2.60 0.91  0.481
H26 -1.70 1.23 -1.18  0.191
H27 -2.50 0.55 -5.04  0.462
H28 -0.31 -1.53 -1.57  0.497
H29 0.66 0.88 3.36  0.187
H30 -4.04 3.49 2.09  0.478
H31 1.47 0.42 -2.45  0.217
H32 -2.26 -2.02 -2.41  0.502
H33 1.43 -1.38 3.04  0.347
H34 -3.07 1.35 2.92  0.497
H35 -3.25 -2.74 2.58  0.498
H36 0.71 2.78 -1.24  0.211
H37 2.33 -1.04 1.86  0.350
H38 2.89 2.46 -3.21  0.510
H39 -2.57 -1.85 1.45  0.499
H40 0.45 -1.09 -0.21  0.507

***

Entry 3:
A single C6H14N2 molecule in a non-equilibrium geometry, computed with ωB97M-V/def2-TZVPD.

Values from the calculation:
* total charge: 0
* calculated total energy: -346.4715 hartree
* LUMO energy: 0.0369 Eh

Last column: natural (NBO) charge in e.
Positions of all 22 atoms, in Å:
N1 0.09 -1.78 0.85  -0.851
N2 -2.41 -0.51 0.86  -0.872
C1 -0.13 -0.58 0.20  0.109
C2 -1.39 -0.04 0.02  0.070
C3 1.02 0.30 -0.20  -0.249
C4 -1.96 0.65 -1.21  -0.639
C5 1.38 1.38 0.81  -0.598
C6 2.27 -0.43 -0.69  -0.626
H1 2.03 -1.25 -1.37  0.213
H2 2.84 -0.86 0.15  0.200
H3 -2.61 -0.02 -1.77  0.208
H4 -2.06 -0.82 1.77  0.391
H5 0.34 0.90 -0.98  0.219
H6 -1.19 1.03 -1.88  0.219
H7 1.02 -2.16 0.83  0.392
H8 2.12 2.08 0.39  0.201
H9 -3.36 -0.20 0.66  0.390
H10 1.81 0.94 1.72  0.196
H11 -0.74 -2.37 0.85  0.390
H12 0.51 1.98 1.09  0.216
H13 2.94 0.26 -1.21  0.218
H14 -2.55 1.52 -0.89  0.202

***

Entry 4:
4 unconnected molecules or ions with the total composition C25H23F3NO12 in a non-equilibrium geometry, computed with ωB97M-V/def2-TZVPD.

Values from the calculation:
* total charge: +1
* calculated total energy: -2223.4453 hartree
* LUMO energy: -0.1652 Eh

Last column: natural (NBO) charge in e.
Positions of all 64 atoms, in Å:
F1 0.66 -3.70 -8.88  -0.338
F2 -0.94 -2.62 -9.93  -0.316
F3 0.99 -1.64 -9.53  -0.317
O1 -2.35 4.32 10.42  -0.525
O2 -0.71 0.13 2.91  -0.554
O3 1.10 -2.28 1.52  -0.533
O4 -0.56 1.69 6.20  -0.565
O5 -0.33 5.36 9.12  -0.617
O6 -2.61 0.68 7.47  -0.625
O7 -2.42 4.50 2.92  -0.616
O8 2.37 -0.10 2.32  -0.630
O9 4.65 -0.19 -1.78  -0.533
O10 -2.20 4.46 0.30  -0.523
O11 3.37 -2.29 -2.59  -0.668
O12 -0.47 0.09 0.34  -0.679
N1 0.12 -4.23 -4.67  -0.397
C1 0.43 -1.96 -5.23  -0.223
C2 -0.33 3.59 7.59  -0.402
C3 -1.01 -2.26 -4.79  -0.509
C4 0.68 -1.70 -6.73  -0.409
C5 -2.60 2.44 9.02  -0.384
C6 1.91 -1.83 0.74  0.469
C7 -0.47 -2.00 -7.69  -0.492
C8 2.17 -2.41 -0.57  -0.390
C9 3.58 -0.03 0.32  -0.413
C10 -0.82 4.23 8.67  0.340
C11 -1.94 3.40 2.36  0.332
C12 -0.95 1.21 0.88  0.384
C13 -2.11 1.81 7.94  0.320
C14 -1.06 1.16 2.37  0.465
C15 -1.98 3.68 9.46  0.472
C16 3.08 -1.84 -1.37  0.320
C17 -1.31 2.28 0.17  -0.409
C18 2.67 -0.59 1.14  0.396
C19 -0.94 2.34 7.17  0.479
C20 0.06 -2.48 -9.02  0.988
C21 1.17 -3.22 -4.72  -0.232
C22 -1.58 2.32 3.07  -0.392
C23 3.85 -0.62 -0.97  0.470
C24 -1.05 -3.72 -4.64  0.299
C25 -1.84 3.45 0.86  0.475
H1 -1.64 2.28 4.14  0.260
H2 -1.92 -4.35 -4.55  0.247
H3 -1.02 -1.10 -7.90  0.248
H4 -1.78 -2.03 -5.53  0.270
H5 0.50 3.97 7.02  0.245
H6 -3.44 2.07 9.58  0.248
H7 0.23 -5.24 -4.64  0.450
H8 -0.34 -0.52 1.10  0.509
H9 -1.36 -1.73 -3.92  0.292
H10 4.07 -1.69 -2.93  0.517
H11 1.70 -0.68 2.73  0.519
H12 -0.86 5.60 9.91  0.511
H13 1.53 -2.29 -7.03  0.230
H14 0.86 -1.16 -4.66  0.252
H15 -1.14 -2.78 -7.36  0.212
H16 -2.06 0.43 6.70  0.507
H17 0.96 -0.66 -6.86  0.243
H18 1.62 -3.30 -0.85  0.229
H19 2.05 -3.55 -5.25  0.245
H20 1.50 -3.05 -3.70  0.250
H21 4.13 0.86 0.59  0.254
H22 -2.60 5.13 2.19  0.510
H23 -1.23 2.33 -0.91  0.235